Density functional theory data (the ωB97M-V functional and the def2-TZVPD basis) for a molecular structure, C28H58BBr18NO3 at a distorted geometry.

The strongest force on any atom comes out at 5.11 eV Å⁻¹. As for the charge: -2. As for the total energy: -1299049.8503 eV. The calculation puts the HOMO energy at 0.51 eV. The value obtained for the gap between HOMO and LUMO is 0.0652 Ha.

Geometry (Å):
C -0.2981 2.2434 -1.9898
C 0.7020 1.5275 -0.9946
C 1.5342 0.5429 -1.8678
C -0.1818 0.8490 0.0999
C 0.4688 -0.3723 0.8201
C -0.5130 -0.7997 1.9887
C 1.9191 -0.1320 1.3145
O 2.0417 0.9311 2.2077
B 3.4456 1.4492 2.3423
C 3.9312 2.3507 1.0237
C 4.5501 0.3339 2.8108
N 5.1190 -0.5516 1.7334
C 3.3407 2.5759 3.5766
O 2.3041 3.3202 3.5756
O 4.2078 2.6954 4.5229
H 0.2561 2.9118 -2.6765
H -0.7422 1.4366 -2.6274
H -1.1520 2.7234 -1.4704
H 1.2899 2.3449 -0.5343
H 2.5879 0.4189 -1.5262
H 1.6043 0.9576 -2.9041
H 0.9768 -0.4138 -1.9551
H -1.0993 0.4579 -0.4201
H -0.5562 1.6255 0.8023
H 0.5003 -1.2230 0.0978
H -1.1434 0.0810 2.2387
H -1.2034 -1.5685 1.5692
H 0.0318 -1.1577 2.8820
H 2.2186 -1.0746 1.8672
H 2.6325 -0.0479 0.4637
H 4.1088 1.7242 0.1076
H 3.1291 3.0902 0.8028
H 4.8673 2.8997 1.2920
H 5.4242 0.7696 3.3438
H 4.0426 -0.3140 3.5778
H 4.7808 -1.5115 1.8066
H 4.8542 -0.2531 0.7968
Br -3.9347 -1.6132 0.2892
C -4.0591 -3.1181 -0.9374
C -3.3167 -4.3209 -0.4179
Br -1.3945 -4.1261 -0.6499
H -3.6872 -2.7730 -1.8996
H -5.1252 -3.3333 -1.0170
H -3.5839 -5.2087 -0.9909
H -3.4903 -4.5096 0.6385
Br -1.9458 1.9955 5.2825
C -0.7814 2.5702 6.7404
C 0.6679 2.5692 6.3202
Br 1.3869 0.7680 6.2784
H -0.9849 1.9147 7.5841
H -1.1099 3.5800 6.9837
H 1.2781 3.1024 7.0480
H 0.8377 2.9994 5.3274
Br -2.7192 -1.3802 -4.1945
C -4.4815 -1.0707 -5.0023
C -5.5411 -1.9238 -4.3406
Br -5.4433 -3.7782 -4.9417
H -4.3853 -1.2662 -6.0613
H -4.6866 -0.0269 -4.8375
H -6.5367 -1.5854 -4.6258
H -5.4640 -1.9385 -3.2560
Br 1.9708 -3.0996 -3.3008
C 1.8485 -5.0408 -3.2519
C 1.0632 -5.5734 -4.4233
Br -0.8474 -5.3074 -4.1667
H 1.4133 -5.3062 -2.2914
H 2.8788 -5.3929 -3.2902
H 1.1924 -6.6515 -4.5147
H 1.3256 -5.1005 -5.3661
Br -0.4147 2.8737 -5.4861
C -2.1213 3.2643 -6.3300
C -3.2239 2.4508 -5.7059
Br -3.1749 0.5973 -6.3032
H -1.9989 3.0802 -7.3940
H -2.2917 4.3284 -6.1667
H -4.1994 2.8276 -6.0142
H -3.1749 2.4272 -4.6185
Br 0.3323 5.2698 9.1919
C 1.1166 4.5013 10.7969
C 1.4195 3.0364 10.6102
Br -0.1994 1.9589 10.7241
H 0.4252 4.6950 11.6132
H 2.0345 5.0641 10.9623
H 2.0603 2.6724 11.4121
H 1.8826 2.8128 9.6514
Br 3.5543 4.0792 -2.4834
C 5.3796 3.4160 -2.6058
C 5.4891 2.3138 -3.6282
Br 4.7789 0.6458 -2.9296
H 5.6723 3.1043 -1.6040
H 5.9773 4.2768 -2.9050
H 6.5328 2.1047 -3.8623
H 4.9527 2.5302 -4.5489
Br 1.0947 -5.5488 7.6812
C 0.3231 -3.7562 7.6602
C 0.2824 -3.1862 6.2670
Br 2.0326 -2.5730 5.6946
H 0.9079 -3.1529 8.3494
H -0.6851 -3.8787 8.0546
H -0.3511 -2.2989 6.2367
H -0.0628 -3.8996 5.5228
Br -6.1794 0.4107 -8.5355
C -6.3158 -1.1133 -9.7381
C -5.5832 -2.3096 -9.1865
Br -3.6583 -2.1287 -9.4091
H -5.9407 -0.7883 -10.7050
H -7.3821 -1.3215 -9.8177
H -5.8510 -3.2101 -9.7377
H -5.7647 -2.4710 -8.1261

Forces on atoms 1 to 3 (eV/Å):
0.25 -1.08 0.05
-1.27 0.64 -0.51
0.07 0.63 -0.19

Mulliken population analysis, charges in e, atoms 1 to 6: C -1.37; C 1.84; C -0.49; C -1.74; C 1.62; C -1.10